No. 1
This record from the Open Molecules 2025 dataset describes a cluster of 5 separate species, C16H39N4O6S3 in total. The level of theory is the ωB97M-V functional and the def2-TZVPD basis.

For the orbital gap, the calculation gives 7.4 eV. The calculation puts the energy relative to the best compared isomer or geometry (same formula, charge and spin) at 72.5 kcal/mol. Its maximum force is 0.1489 hartree/bohr.

Structure (ORCA input):
```
! wB97M-V def2-TZVPD RIJCOSX def2/J DEFGRID3
* xyz 1 1
O -2.636 -3.706 3.347
S -3.677 -3.112 2.351
O -4.203 -4.228 1.367
C -2.961 -1.755 1.257
S -1.516 -0.823 2.057
C -0.213 -0.669 0.721
C 1.320 -0.454 1.261
C 1.522 0.789 2.310
S 2.095 0.140 4.013
H -4.840 -2.603 2.982
H -3.816 -1.056 0.867
H -2.509 -2.313 0.307
H -2.068 0.459 2.351
H -0.240 -1.693 0.109
H -0.571 0.157 -0.049
H 1.979 -0.210 0.296
H 1.759 -1.440 1.710
H 0.615 1.529 2.388
H 2.452 1.420 1.913
H 2.069 1.263 4.885
C 3.261 3.700 5.100
O 2.358 3.026 5.579
N 3.188 5.047 4.814
C 4.304 5.773 4.246
C 1.957 5.758 5.089
H 4.240 3.258 4.852
H 4.586 6.579 4.930
H 3.998 6.197 3.285
H 5.164 5.117 4.091
H 1.729 5.677 6.156
H 1.144 5.297 4.519
H 2.049 6.812 4.811
C -1.165 -2.617 -2.816
O -1.128 -2.178 -1.673
N -1.285 -3.947 -3.158
C -1.321 -4.386 -4.537
C -1.377 -4.938 -2.106
H -1.102 -1.950 -3.691
H -2.266 -4.907 -4.717
H -0.485 -5.068 -4.713
H -1.243 -3.537 -5.223
H -2.252 -4.719 -1.486
H -0.480 -4.880 -1.482
H -1.467 -5.942 -2.528
C -5.330 -4.295 -4.499
O -5.724 -4.974 -5.439
N -5.387 -2.919 -4.428
C -4.898 -2.188 -3.278
C -5.954 -2.181 -5.537
H -4.882 -4.756 -3.604
H -5.724 -1.614 -2.847
H -4.106 -1.508 -3.602
H -4.500 -2.868 -2.519
H -6.988 -2.505 -5.691
H -5.378 -2.399 -6.442
H -5.931 -1.106 -5.337
C 4.952 4.676 0.148
O 4.989 5.115 1.291
N 4.832 3.346 -0.194
C 4.796 2.907 -1.573
C 4.740 2.355 0.858
H 5.014 5.343 -0.727
H 3.851 2.386 -1.753
H 5.632 2.225 -1.749
H 4.874 3.756 -2.259
H 3.865 2.574 1.478
H 5.637 2.413 1.482
H 4.650 1.351 0.436
*
```

=====

No. 2
This record from the Open Molecules 2025 dataset describes a cluster of 3 separate species, C16H39O7S in total. The level of theory is the ωB97M-V functional and the def2-TZVPD basis.

For the orbital gap, the calculation gives 7.7 eV. The calculation puts the energy relative to the best compared isomer or geometry (same formula, charge and spin) at 0.0 kcal/mol. Its maximum force is 0.0054 hartree/bohr.

Structure (ORCA input):
```
! wB97M-V def2-TZVPD RIJCOSX def2/J DEFGRID3
* xyz 1 1
C -3.765 -0.639 -4.474
C -2.489 -1.447 -4.621
O -1.351 -0.844 -3.990
C -1.417 -0.739 -2.603
C -1.545 0.751 -2.232
S -2.435 1.086 -0.669
H -4.632 -1.246 -4.736
H -3.919 -0.307 -3.442
H -3.762 0.238 -5.121
H -2.202 -1.521 -5.668
H -2.611 -2.465 -4.237
H -0.492 -1.136 -2.181
H -2.250 -1.318 -2.185
H -2.085 1.283 -3.013
H -0.580 1.227 -2.051
H -2.522 -0.173 -0.182
H -3.708 1.135 -1.112
C -1.710 -0.480 2.649
O -1.800 -1.786 2.129
C -0.845 -2.112 1.135
C -0.055 -3.367 1.461
O 0.791 -3.225 2.578
C 0.230 -3.344 3.882
C -0.168 -4.749 4.279
O -1.295 -5.195 3.551
C -1.226 -6.535 3.107
H -2.299 0.212 2.032
H -2.135 -0.463 3.651
H -0.675 -0.131 2.697
H -0.143 -1.280 0.989
H -1.368 -2.300 0.182
H 0.616 -3.529 0.612
H -0.722 -4.225 1.541
H -0.608 -2.661 4.028
H 1.039 -3.042 4.550
H -0.405 -4.728 5.351
H 0.680 -5.428 4.140
H -0.220 -6.788 2.756
H -1.928 -6.644 2.282
H -1.505 -7.238 3.898
C 1.195 6.414 0.318
O 1.522 5.472 -0.683
C 2.813 5.627 -1.249
C 3.598 4.332 -1.247
O 3.940 3.852 0.045
C 2.948 3.221 0.827
C 2.577 1.822 0.381
O 1.857 1.835 -0.847
C 2.226 0.848 -1.780
H 0.822 7.349 -0.112
H 0.411 5.980 0.938
H 2.057 6.642 0.952
H 3.378 6.398 -0.715
H 2.713 5.952 -2.292
H 4.557 4.547 -1.723
H 3.087 3.575 -1.843
H 2.050 3.834 0.927
H 3.400 3.114 1.816
H 1.949 1.380 1.167
H 3.477 1.208 0.287
H 3.293 0.613 -1.765
H 1.968 1.224 -2.771
H 1.676 -0.086 -1.594
*
```

=====

No. 3
This record from the Open Molecules 2025 dataset describes a cluster of 9 separate species, C16H40ClO16 in total. The level of theory is the ωB97M-V functional and the def2-TZVPD basis.

For the orbital gap, the calculation gives 10.2 eV. Its maximum force is 0.0322 hartree/bohr.

Structure (ORCA input):
```
! wB97M-V def2-TZVPD RIJCOSX def2/J DEFGRID3
* xyz -1 1
Cl -13.571 20.628 -13.356
O -12.237 20.097 -13.512
O -14.022 20.506 -11.986
O -13.649 21.998 -13.764
O -14.427 19.815 -14.200
C -14.879 17.121 -10.700
C -15.812 17.656 -11.800
O -16.670 16.546 -12.069
C -16.165 15.428 -11.502
O -16.634 14.340 -11.619
O -15.052 15.705 -10.794
H -15.219 17.463 -9.718
H -13.845 17.420 -10.828
H -15.196 17.848 -12.671
H -16.339 18.558 -11.514
C -11.028 18.232 -15.836
C -10.670 16.763 -15.551
O -9.274 16.796 -15.252
C -8.825 18.072 -15.246
O -7.701 18.383 -15.015
O -9.820 18.932 -15.537
H -11.877 18.510 -15.215
H -11.287 18.453 -16.871
H -10.846 16.105 -16.401
H -11.209 16.385 -14.685
O -9.372 20.249 -12.545
H -9.947 19.884 -13.227
H -8.722 19.565 -12.363
C -9.121 22.420 -16.196
C -10.342 22.584 -15.333
O -11.516 22.132 -16.037
H -9.084 21.411 -16.610
H -8.223 22.524 -15.577
H -9.039 23.146 -17.005
H -10.501 23.647 -15.113
H -10.202 22.068 -14.384
H -11.975 21.568 -15.405
C -16.799 22.910 -17.041
C -15.435 23.536 -16.839
O -15.247 23.717 -15.419
H -17.575 23.602 -16.712
H -16.906 22.024 -16.417
H -16.910 22.653 -18.096
H -15.390 24.505 -17.349
H -14.640 22.891 -17.221
H -14.303 23.874 -15.324
C -14.255 24.394 -11.160
C -14.271 25.339 -12.372
O -13.810 26.619 -11.962
H -13.673 24.675 -10.288
H -14.000 23.390 -11.514
H -15.274 24.172 -10.816
H -15.312 25.399 -12.698
H -13.693 24.833 -13.148
H -13.567 27.134 -12.735
C -16.142 20.578 -7.490
C -15.369 21.290 -8.594
O -14.581 20.319 -9.248
H -16.650 21.245 -6.797
H -15.458 19.901 -6.981
H -16.907 19.975 -7.990
H -14.718 22.074 -8.178
H -16.042 21.785 -9.303
H -14.423 20.520 -10.180
C -14.303 14.835 -15.743
C -14.853 16.175 -15.293
O -13.828 16.880 -14.619
H -13.893 14.347 -14.857
H -13.533 14.972 -16.499
H -15.135 14.243 -16.120
H -15.731 16.020 -14.657
H -15.194 16.752 -16.165
H -14.167 17.699 -14.234
*
```

=====

No. 4
This record from the Open Molecules 2025 dataset describes a structure of composition C16H41FeO14. The level of theory is the ωB97M-V functional and the def2-TZVPD basis.

For the orbital gap (spin up / spin down), the calculation gives 5.4 / 5.3 eV. The calculation puts the energy relative to the best compared isomer or geometry (same formula, charge and spin) at 0.0 kcal/mol. Its maximum force is 0.0871 hartree/bohr. As for the expectation value of S²: 6.0106.

Structure (ORCA input):
```
! wB97M-V def2-TZVPD RIJCOSX def2/J DEFGRID3
* xyz -1 5
Fe 0.779 0.447 -3.498
C -0.814 1.187 -0.368
C -0.065 -0.140 -0.462
O 0.303 -0.526 -1.762
H -0.163 2.023 -0.624
H -1.158 1.284 0.663
H -1.665 1.272 -1.047
H -0.687 -0.932 -0.023
H 0.867 -0.070 0.119
C -3.158 1.584 -4.671
C -1.895 1.329 -4.145
C -1.200 2.559 -3.481
O 0.042 2.382 -3.220
C -1.924 3.708 -3.137
C -3.253 3.866 -3.575
C -3.816 2.786 -4.472
O -4.862 3.004 -5.116
O -3.948 4.727 -3.020
O -1.298 0.208 -4.114
H -3.656 0.836 -5.272
H -1.502 4.426 -2.447
C -0.629 -4.467 0.261
C 0.663 -4.102 -0.456
O 0.339 -3.764 -1.820
H -1.371 -3.671 0.307
H -0.308 -4.768 1.266
H -1.128 -5.324 -0.188
H 1.285 -5.004 -0.471
H 1.377 -3.410 -0.004
H 0.041 -2.841 -1.773
C 0.317 -2.123 3.335
C -0.519 -3.128 4.114
O 0.286 -3.904 4.989
H 1.144 -2.508 2.737
H 0.668 -1.325 3.994
H -0.232 -1.580 2.554
H -1.061 -3.696 3.348
H -1.278 -2.640 4.727
H 0.638 -4.621 4.450
C 1.635 2.863 2.074
C 0.323 3.593 1.834
O 0.434 4.902 2.376
H 1.623 1.907 1.539
H 1.749 2.643 3.137
H 2.496 3.377 1.646
H -0.453 3.044 2.373
H 0.227 3.584 0.746
H -0.436 5.185 2.668
C 4.542 0.401 1.515
C 4.399 -1.069 1.844
O 3.064 -1.473 1.496
H 4.280 0.678 0.493
H 5.569 0.738 1.693
H 3.872 0.951 2.175
H 4.546 -1.246 2.909
H 5.058 -1.729 1.268
H 3.046 -1.564 0.533
O 1.914 3.732 -1.587
H 1.098 3.704 -2.114
H 2.402 2.955 -1.869
O -3.360 1.851 2.402
H -3.655 0.947 2.557
H -3.066 1.855 1.483
O 2.938 -1.908 -1.371
H 3.355 -1.355 -2.039
H 2.106 -1.442 -1.151
O -3.557 -2.016 0.434
H -2.699 -1.950 0.863
H -3.350 -2.001 -0.528
O -2.480 -1.707 -2.107
H -1.698 -1.138 -2.191
H -3.079 -1.395 -2.796
*
```